No. 1
The following is a quantum chemistry calculation of a gas-phase ion, C4H11F3NO2Si (charge +1) in a non-equilibrium geometry, from the Open Molecules 2025 dataset.

Geometry (Å):
O -0.546 -0.367 -2.291
H -1.322 -1.531 0.718
H 1.120 -0.355 -0.702
H -1.692 0.130 -0.796
F -0.460 -1.806 -4.349
H -0.080 -2.144 -0.532
C -0.226 -1.430 0.394
C 0.765 -1.457 1.637
H 0.535 -2.151 2.362
H 0.427 0.540 0.559
N 0.203 -0.061 -0.194
C -0.609 1.969 -1.552
H -1.125 2.132 -2.413
F -2.682 -0.840 -3.907
C -0.776 0.473 -1.236
H 0.431 2.076 -1.805
F -0.916 0.956 -4.539
Si -1.088 -0.470 -3.845
O 0.699 -0.245 2.181
H 1.723 -1.754 1.247
H 1.316 -0.206 2.993
H -0.940 2.609 -0.742

Atomic forces in eV per Å
O 0.3 -0.4 -1.8
H 1.6 0.9 -0.6
H -1.8 1.2 0.9
H -1.0 0.8 0.2
F 0.7 0.5 -0.5
H 0.0 1.0 2.4
C 0.1 -0.5 -0.5
C -0.6 -2.4 -3.3
H -1.0 -2.2 1.2
H 0.2 1.2 1.2
N 0.6 -2.5 -2.8
C 1.2 -2.1 2.4
H -1.7 0.8 -2.3
F 2.0 0.9 0.3
C 0.2 0.1 0.9
H 0.6 0.5 0.1
F 0.3 -1.3 0.2
Si -2.8 -0.2 0.7
O 1.7 3.4 3.4
H 0.9 0.2 -0.2
H -1.5 0.1 -1.8
H 0.1 0.0 0.0

Computed properties:
Net charge: +1
Kohn-Sham gap: 12.1 eV
Strongest force on any atom: 0.100 hartree/bohr
E: -953.29271 a.u.
SMILES: C[C@H]([NH2+]CCO)O[Si](F)(F)F

---

No. 2
The following is a quantum chemistry calculation of a single C3H6ClNS molecule in a non-equilibrium geometry, from the Open Molecules 2025 dataset.

Geometry (Å):
H -2.160 -1.230 0.999
H -2.211 -0.490 -0.740
H -2.226 0.484 0.700
S -0.142 0.741 -2.167
C 0.326 0.358 -0.597
H 2.021 1.544 0.219
N -0.368 -0.372 0.261
H 2.430 0.391 -1.012
C -1.902 -0.433 0.322
C 1.816 0.550 -0.134
Cl 2.347 -0.557 1.176
H 0.068 -0.986 0.971

Atomic forces in eV per Å
H -0.3 -0.4 -0.2
H -0.3 -0.5 0.8
H -0.6 1.5 0.7
S 0.2 0.5 1.3
C 1.4 -1.2 -0.3
H -0.3 0.5 0.2
N -2.5 -0.6 1.4
H 0.2 -0.2 0.1
C 2.8 -0.6 -2.1
C -0.8 -0.4 -0.9
Cl 0.1 0.1 -0.2
H 0.1 1.3 -0.7

Computed properties:
Kohn-Sham gap: 9.1 eV
Strongest force on any atom: 0.069 hartree/bohr
ΔE to the lowest compared entry with this formula, charge and spin: 72.8 kJ/mol
E: -1031.02466 a.u.
SMILES: CNC(=S)CCl

---

No. 3
The following is a quantum chemistry calculation of a gas-phase ion, C5H11N2 (charge +1) in a non-equilibrium geometry, from the Open Molecules 2025 dataset.

Geometry (Å):
H -0.638 1.234 -1.469
H 1.170 -1.648 -1.250
H -1.850 0.844 1.155
C 0.637 1.012 0.030
H 1.112 -2.395 0.341
H -2.500 0.620 -0.402
C 0.566 -0.449 0.442
H 2.409 1.347 0.474
H 2.487 -1.387 -0.229
C 1.390 -1.543 -0.209
H -0.752 2.515 -0.216
H -1.522 -1.490 0.729
C -0.684 1.477 -0.378
C -1.190 -0.779 0.005
N -1.639 0.570 0.209
H -1.401 -1.164 -0.902
N 1.574 1.816 0.133
H 0.831 -0.581 1.539

Atomic forces in eV per Å
H -0.7 0.6 0.5
H -0.5 -0.3 -0.7
H -0.3 -0.2 0.6
C 0.3 -1.8 1.5
H 0.2 -1.5 0.3
H 0.4 0.5 1.4
C -1.7 -1.1 -0.6
H 0.4 0.1 -0.1
H -0.5 0.0 0.7
C 0.9 1.5 -0.8
H -0.9 1.2 0.3
H -0.6 0.0 0.7
C 1.5 -0.5 -2.8
C 5.5 0.3 5.3
N -3.7 0.7 -2.0
H -0.1 -0.7 -3.3
N 1.1 0.7 0.1
H -1.3 0.5 -1.0

Computed properties:
Net charge: +1
Kohn-Sham gap: 10.4 eV
Strongest force on any atom: 0.148 hartree/bohr
ΔE to the lowest compared entry with this formula, charge and spin: 220.2 kJ/mol
E: -306.29959 a.u.
SMILES: [H]/N=C1/C[NH2+]C[C@H]1C

---

No. 4
The following is a quantum chemistry calculation of a molecular structure, C61H46NO4P3RuSi in a non-equilibrium geometry, from the Open Molecules 2025 dataset.

Geometry (Å):
C 4.550 -2.754 -1.665
H 4.966 -1.166 -0.303
C 3.956 1.435 -1.424
H 3.857 -4.295 -2.997
H 1.708 -6.680 2.705
Ru -0.200 -0.038 0.688
C 0.038 -1.768 3.802
C 4.019 0.819 4.616
C -0.745 -1.958 -2.930
C -2.965 -3.570 -2.497
H 4.725 0.723 -1.150
C 0.502 -3.596 0.690
C 2.903 0.265 2.106
H -0.995 1.193 7.650
C 0.809 5.286 2.999
C -0.954 -2.538 -1.678
Si 2.167 0.028 0.386
C 1.360 -3.442 1.775
C -2.617 2.328 -3.314
H -1.313 2.305 2.861
P 0.241 -2.135 -0.394
H -3.411 -3.243 -4.570
H -0.818 -5.180 5.410
C 0.519 -5.982 1.061
O -8.289 -1.093 0.050
H -0.008 -0.302 5.991
C 0.394 3.414 0.963
H -2.294 5.674 -2.892
H 4.438 1.040 5.589
H -1.624 4.162 0.941
H 5.598 -2.954 -1.854
H 1.470 -3.901 -2.490
C -2.086 -3.314 -1.455
H 5.223 2.400 -2.860
N -7.564 -0.122 0.145
C 0.099 -4.880 0.327
H 4.903 0.580 1.366
H 2.475 2.927 1.243
C -3.063 1.570 0.735
H -1.561 0.836 -2.184
H -0.514 -5.043 -0.545
H -3.531 4.023 -4.258
C 2.693 1.378 -0.824
C -1.469 -3.632 4.070
C 3.572 -3.510 -2.307
P 0.313 -0.126 3.050
C -3.371 -0.877 0.550
C 2.101 0.248 3.250
C -0.471 0.616 5.659
C 1.370 -5.818 2.141
C -1.031 2.825 -1.563
C -3.893 0.449 0.542
C -1.721 2.602 6.199
P 0.142 2.160 -0.349
C 2.663 0.544 4.494
H 1.267 3.976 -2.494
H -0.705 4.917 -1.172
H 3.486 4.033 -3.544
C 3.272 3.296 -2.779
C -1.052 1.452 6.599
C -1.723 1.898 -2.344
C -4.325 -1.940 0.573
C 4.827 0.815 3.488
H -1.469 -1.757 -4.939
C -1.822 2.901 4.851
H -2.373 3.777 4.528
C 4.186 -1.740 -0.793
H 5.886 1.035 3.574
O -1.859 1.583 0.950
H 0.118 -1.322 -3.094
C 0.599 -3.574 5.294
C -1.243 4.187 -1.761
H -3.144 1.603 -3.925
C 1.734 2.298 -1.217
C 2.838 -1.465 -0.539
C -5.656 -1.697 0.445
C -5.274 0.676 0.390
C -1.225 2.072 3.907
C 1.844 4.457 2.589
C -1.632 -2.206 -3.967
C 1.643 3.537 1.570
H 2.823 4.535 3.050
C -2.731 -3.028 -3.755
C 4.267 0.548 2.248
C -2.139 4.613 -2.735
H 2.040 0.581 5.379
H 1.284 -4.023 6.006
H 0.973 6.015 3.783
C 2.018 3.258 -2.190
C -0.585 -4.219 4.968
H -3.553 2.557 0.718
C -0.643 4.248 1.390
C 0.915 -2.355 4.708
C -2.828 3.687 -3.507
H 0.191 -6.972 0.771
O -2.125 -1.119 0.545
H -1.849 -1.952 2.790
C -6.126 -0.372 0.323
H -3.954 -2.950 0.671
C 4.245 2.383 -2.393
H -6.372 -2.507 0.432
C 1.885 -2.262 -1.147
H 2.480 -4.404 3.322
H -2.173 3.251 6.940
H -3.840 -4.185 -2.327
C 1.797 -4.544 2.491
C -0.433 5.187 2.388
H -5.663 1.687 0.339
H -2.401 -4.127 3.823
O -7.941 1.033 0.102
H -2.283 -3.706 -0.468
H 1.857 -1.872 4.945
C -0.522 0.937 4.297
H -1.241 5.843 2.690
H 1.718 -2.457 2.047
C -1.162 -2.408 3.493
C 2.235 -3.280 -2.035

Atomic forces in eV per Å
C 0.0 0.1 0.1
H 0.0 -0.1 0.0
C 0.0 0.1 0.0
H 0.0 0.0 0.0
H 0.0 0.0 0.0
Ru -2.9 0.5 -1.0
C -0.1 0.1 0.2
C -0.1 0.0 0.0
C 0.0 -0.1 0.0
C 0.0 0.0 0.0
H 0.0 0.1 -0.1
C -0.4 0.0 -0.1
C 0.4 0.0 -0.2
H 0.0 0.0 0.0
C 0.0 0.0 0.0
C 0.0 0.3 -0.1
Si -0.4 0.1 0.5
C 0.1 -0.1 -0.1
C 0.0 0.0 0.0
H 0.1 0.1 0.0
P 1.2 0.3 0.6
H 0.0 0.0 0.0
H 0.0 0.1 0.0
C 0.0 0.0 0.0
O 0.1 0.0 0.0
H 0.1 0.0 0.0
C -0.4 0.1 0.0
H 0.0 -0.1 0.0
H 0.0 0.0 0.0
H 0.0 0.0 0.0
H 0.0 0.0 0.0
H 0.0 0.0 0.0
C 0.0 0.0 -0.1
H 0.0 0.0 0.0
N 0.0 -0.1 0.0
C 0.0 0.1 0.0
H 0.0 0.0 0.1
H 0.0 0.0 0.0
C -1.0 0.3 -0.2
H 0.0 0.0 0.0
H -0.1 0.0 -0.1
H 0.0 0.0 0.0
C 0.3 -0.1 0.1
C 0.0 0.0 0.0
C -0.1 0.0 0.0
P 0.7 -0.1 -0.1
C -0.2 0.2 0.1
C 0.0 0.1 0.2
C -0.1 0.0 -0.1
C 0.0 0.1 0.0
C -0.4 -0.3 0.2
C -0.4 -0.1 -0.1
C 0.0 0.0 0.0
P 1.6 -0.2 -0.3
C 0.0 0.0 0.0
H 0.0 0.0 0.0
H 0.0 0.0 0.0
H 0.0 0.0 0.0
C -0.1 0.0 0.0
C 0.0 0.0 0.0
C 0.0 0.0 0.0
C 0.2 -0.1 -0.1
C 0.0 0.0 -0.1
H 0.0 0.0 0.0
C 0.0 0.0 -0.1
H 0.1 0.0 0.0
C 0.0 -0.1 0.0
H -0.1 0.0 0.0
O 1.8 -0.4 0.7
H 0.0 0.0 0.0
C 0.0 0.0 0.0
C 0.0 0.0 -0.1
H 0.0 0.0 0.1
C -0.1 0.1 -0.3
C 0.3 0.0 0.2
C -0.3 0.1 0.0
C 0.2 0.5 0.1
C 0.1 0.0 0.1
C 0.0 0.0 0.0
C 0.0 0.0 0.0
C 0.0 0.0 0.0
H -0.1 0.0 0.0
C 0.0 0.0 0.0
C 0.0 0.0 0.0
C 0.1 0.0 0.0
H 0.0 0.0 0.0
H 0.0 0.0 -0.1
H 0.0 0.0 0.0
C 0.0 0.1 0.0
C 0.0 0.0 0.0
H -0.1 0.0 -0.1
C 0.0 0.0 0.0
C 0.0 0.0 0.1
C 0.0 0.0 0.0
H 0.0 0.0 0.0
O 0.7 -0.4 0.3
H 0.0 0.0 0.0
C -0.4 -0.4 -0.1
H 0.0 0.0 0.0
C 0.0 -0.1 0.1
H 0.0 0.0 0.0
C -0.2 -0.1 -0.3
H -0.1 0.0 -0.1
H 0.0 0.0 0.0
H 0.0 0.0 0.0
C 0.1 0.0 0.0
C 0.0 0.0 0.0
H 0.0 -0.1 0.0
H 0.0 0.0 0.0
O 0.1 -0.1 0.0
H 0.0 -0.1 0.0
H 0.0 0.0 0.0
C -0.2 0.0 -0.1
H 0.0 -0.1 0.0
H 0.1 0.0 -0.1
C 0.0 -0.1 0.1
C 0.0 0.0 0.0

Computed properties:
2S+1: 2
Net charge: +1
Kohn-Sham gap (spin up / spin down): 6.6 / 7.4 eV
Strongest force on any atom: 0.060 hartree/bohr
E: -4116.10071 a.u.

---

Q: Which of these has the highest E?
A: C5H11N2

---

Q: Look up the E of the third one.
A: -306.29959 a.u.

---

Q: Which of these has the lowest E?
A: C61H46NO4P3RuSi

---

Q: The lowest strongest force on any atom belongs to which entry?
A: C61H46NO4P3RuSi